Molecular formula: C31H22Cl4CrF9N2O2PSSi
Method: DFT, ωB97M-V with the def2-TZVPD basis set

Its multiplicity is 2. Its total charge is +1. As for the expectation value of S²: 0.767. The gap between HOMO and LUMO (alpha / beta) comes out at 6.176 / 6.550 eV. The calculation puts the maximum force at 2.6 eV/A. As for the LUMO energy (alpha / beta): -4.9 / -4.5 eV. As for the energy above the lowest of the compared OMol25 structures with the same formula, charge and spin: 215.6 kJ/mol.

Geometry as XYZ:
```
74
C31H22Cl4CrF9N2O2PSSi, DFT ωB97M-V with the def2-TZVPD basis set
Cr 1.109 -1.039 1.238
Cl -1.964 3.990 5.584
C -1.161 3.063 4.381
C -0.392 3.704 3.395
C 0.254 2.970 2.437
C 0.184 1.550 2.413
O 0.789 0.885 1.504
C -0.596 0.909 3.437
C -0.732 -0.496 3.482
O -0.243 -1.320 2.676
C -1.261 1.695 4.398
H -0.317 4.780 3.402
H 0.853 3.451 1.679
H -1.355 -0.902 4.290
H -1.860 1.209 5.155
S 2.719 -0.918 3.212
C 4.251 -1.139 2.503
N 4.944 -2.267 2.579
C 6.221 -2.171 1.895
C 6.161 -0.758 1.283
N 4.950 -0.208 1.870
H 4.638 -3.089 3.069
H 6.313 -2.954 1.139
H 7.043 -2.271 2.606
H 6.065 -0.778 0.194
H 7.027 -0.152 1.557
H 4.552 0.659 1.545
Cl -0.231 -4.703 0.784
Si 1.241 -3.400 1.266
Cl 2.785 -0.605 -0.162
Cl 2.402 -4.444 2.552
F -3.179 -3.823 -5.885
C -3.828 -3.511 -4.752
F -4.354 -4.641 -4.273
F -4.851 -2.716 -5.101
C -2.920 -2.824 -3.767
C -2.323 -1.627 -4.140
C -1.508 -0.957 -3.247
C -1.275 -1.489 -1.982
C -1.873 -2.691 -1.624
C -2.694 -3.364 -2.511
P -0.414 -0.516 -0.683
C -1.965 0.232 -0.080
C -2.574 1.321 -0.693
C -3.808 1.762 -0.248
C -4.435 1.100 0.795
C -3.852 -0.011 1.390
C -2.625 -0.453 0.938
C -5.767 1.560 1.317
F -5.656 1.995 2.584
F -6.290 2.559 0.607
F -6.663 0.563 1.334
C 0.501 0.710 -1.657
C 1.295 0.202 -2.688
C 2.238 0.995 -3.305
C 2.393 2.311 -2.888
C 1.583 2.840 -1.892
C 0.635 2.041 -1.274
C 3.538 3.110 -3.447
F 3.797 2.820 -4.726
F 4.666 2.834 -2.756
F 3.350 4.429 -3.375
H -2.505 -1.219 -5.122
H -1.064 -0.021 -3.550
H -1.702 -3.093 -0.639
H -3.162 -4.294 -2.227
H -2.089 1.817 -1.521
H -4.285 2.610 -0.716
H -4.357 -0.532 2.189
H -2.184 -1.346 1.364
H 1.203 -0.835 -2.977
H 2.870 0.587 -4.078
H 1.710 3.866 -1.582
H 0.031 2.448 -0.476
```